Entry from the Open Molecules 2025 dataset: an isolated molecule of H6N3OP at a distorted geometry (ωB97M-V/def2-TZVPD).

E in eV: -15905.8363
Highest occupied orbital energy in eV: -10.0
Strongest force on any atom in eV/A: 4.831
Kohn-Sham gap in eV: 10.6

Last column: natural (NBO) charge in e.
Positions of all 11 atoms, in Å:
P: 0.2852 0.0118 0.4470  2.30
O: 1.1794 0.3313 1.5845  -1.09
N: -1.2300 0.6817 0.5729  -1.21
N: 0.1410 -1.6511 0.0891  -1.17
N: 0.7853 0.8383 -0.9315  -1.20
H: -0.2186 -1.9127 -0.7416  0.38
H: -1.3752 1.5825 1.1917  0.43
H: -0.3884 -2.2142 0.8286  0.41
H: -1.3532 0.9458 -0.3774  0.37
H: 0.3750 0.4052 -1.7233  0.37
H: 1.7994 0.9815 -0.9398  0.42

Force components x, y, z for each atom (eV/Å):
1.5 0.8 1.6
-0.6 -0.7 -0.4
-1.2 1.5 2.1
0.3 0.8 4.8
0.7 -0.6 0.9
-1.3 -0.8 -3.6
0.9 -2.6 -1.6
1.2 1.3 -1.2
-1.1 0.7 -0.7
0.3 -0.1 -1.4
-0.6 -0.3 -0.4


Entry from the Open Molecules 2025 dataset: a structure of composition H6NO17S4Zn at a distorted geometry (ωB97M-V/def2-TZVPD).

E in eV: -128132.7150
Highest occupied orbital energy in eV: 4.8
Strongest force on any atom in eV/A: 4.314
Charge: -5
Kohn-Sham gap in eV: 2.3

Last column: natural (NBO) charge in e.
Positions of all 29 atoms, in Å:
Zn: -1.3229 -0.1650 -0.1686  0.68
S: -2.9998 -3.2077 -4.3038  2.61
S: -0.0639 2.5358 4.2513  2.60
S: 2.7764 -3.4126 0.7088  2.59
S: -0.8609 3.4008 -2.6469  2.57
O: -4.0390 -1.6017 1.8559  -0.91
O: -0.9842 3.6555 4.5298  -1.13
O: 1.2639 3.1203 4.0680  -1.17
O: -0.0862 1.5667 5.3443  -1.11
O: -2.6664 -2.3903 -3.1477  -0.93
O: -0.5863 4.6791 -2.1126  -1.08
O: -2.9785 -4.6079 -3.9978  -1.09
O: -1.9880 -2.9463 -5.2785  -1.02
O: -0.4074 1.7613 3.0788  -1.07
O: 1.7787 -2.4128 0.3778  -1.03
O: 2.1317 -4.5112 1.4837  -1.09
O: -2.0318 2.8669 -1.8991  -0.94
O: -1.1191 3.5291 -4.1019  -1.08
O: 0.1561 2.3679 -2.3392  -1.02
O: 3.8840 -2.7957 1.3999  -1.14
O: -4.2998 -2.7889 -4.7735  -1.08
O: 3.2131 -4.0095 -0.5478  -1.08
N: 4.0896 1.7907 0.8439  -0.86
H: -4.2972 -2.5182 1.7583  0.46
H: -4.8016 -1.1782 2.2500  0.45
H: 3.3966 1.8564 0.1121  0.48
H: 3.6027 2.1584 1.6488  0.48
H: 4.8472 2.4189 0.6170  0.41
H: 4.3928 0.8383 0.9891  0.47

Force components x, y, z for each atom (eV/Å):
0.2 0.3 -0.3
-0.1 0.2 0.3
-0.6 0.3 0.4
-1.8 -2.3 -0.4
-0.5 -2.9 -1.5
0.0 0.0 0.1
-0.9 0.5 0.1
2.6 0.8 -0.1
0.3 -0.7 2.1
0.2 1.1 2.3
1.5 3.8 1.5
-0.4 -3.0 0.9
2.4 0.8 -2.8
-0.9 -0.7 -2.4
-1.5 1.9 -0.3
0.4 0.2 0.8
-1.5 -0.8 0.3
0.0 -0.4 0.2
0.9 0.3 -0.4
2.3 1.0 1.6
-2.5 0.5 -0.9
1.3 -0.7 -1.7
-0.3 0.7 -0.1
0.1 -0.3 -0.2
-0.1 0.3 0.1
-0.6 -0.4 -0.7
-0.5 0.0 1.1
0.3 0.0 -0.1
-0.1 -0.8 0.1


Entry from the Open Molecules 2025 dataset: a structure of composition H6NO3SSi2 at a distorted geometry (ωB97M-V/def2-TZVPD).

E in eV: -34321.5945
Highest occupied orbital energy in eV: -5.8
Strongest force on any atom in eV/A: 4.694
Charge: -1
Kohn-Sham gap in eV: 9.6

Last column: natural (NBO) charge in e.
Positions of all 13 atoms, in Å:
S: -1.3738 0.3179 0.1986  2.47
Si: -0.0036 -1.8983 -0.0170  1.19
Si: 1.0285 1.5321 -0.1758  1.11
O: -2.2399 0.3498 1.3808  -0.98
O: -1.5034 -1.2930 -0.4084  -1.04
O: -1.7909 1.2481 -0.7671  -0.98
N: 0.1490 0.3680 0.5704  -1.46
H: 1.2974 -1.4460 -0.4600  -0.22
H: 1.4453 1.7109 -1.6373  -0.21
H: 0.8308 2.8971 0.4203  -0.21
H: 2.5200 1.2083 0.0945  -0.24
H: -0.0734 -1.8530 1.5075  -0.19
H: -0.2861 -3.1418 -0.7066  -0.25

Force components x, y, z for each atom (eV/Å):
-1.6 -2.0 3.9
-0.1 0.0 1.9
3.8 1.8 -0.7
1.0 -0.7 -0.9
0.3 3.4 0.1
-0.3 1.4 -2.9
-2.2 -1.2 -0.4
0.6 -0.2 -0.6
-1.3 -0.2 0.2
-0.1 -0.2 -0.3
-0.7 0.1 0.5
0.5 -1.0 -0.7
0.3 -1.1 -0.1


Question: Which of these has the highest E?
Answer: H6N3OP


Question: The lowest strongest force on any atom belongs to which entry?
Answer: H6NO17S4Zn


Question: Kohn-Sham gap of number 3 (H6NO3SSi2)?
Answer: 9.6 eV


Question: Number 2 is which compound?
Answer: H6NO17S4Zn